# 1
A structure of composition C35H28BrF5N7O8RuS at a distorted geometry, computed with the ωB97M-V functional and the def2-TZVPD basis.

Energy above the lowest of the compared OMol25 structures with the same formula, charge and spin, kcal per mole: 31.4
E_HOMO (spin up / spin down), eV: -7.834 / -7.818
⟨S²⟩: 0.757
E_tot, Ha: -5902.1214

ORCA input file:
```
! wB97M-V def2-TZVPD RIJCOSX def2/J DEFGRID3
* xyz 0 2
Ru 0.28 0.60 0.84
N -2.04 2.69 -1.11
N -1.32 2.86 -2.30
C -0.12 2.30 -2.50
N 0.34 2.28 -3.75
N 0.53 1.90 -1.40
N 1.68 1.24 -1.53
O 2.06 0.70 -0.46
O 2.36 1.18 -2.54
H -3.02 2.60 -1.34
H -1.85 3.48 -0.48
H -1.76 3.31 -3.09
H -0.29 2.39 -4.52
H 1.27 1.90 -3.90
F 4.67 -4.23 3.01
C 3.87 -3.17 3.00
C 4.19 -2.06 2.25
F 5.31 -2.05 1.52
C 3.34 -0.96 2.25
F 3.71 0.10 1.54
C 2.16 -0.94 2.98
S 1.06 0.43 2.99
C 1.87 -2.07 3.73
F 0.75 -2.14 4.45
C 2.71 -3.17 3.76
F 2.39 -4.25 4.49
Br -5.69 -1.16 3.35
C -4.00 -0.63 2.71
C -3.05 -1.59 2.41
C -1.84 -1.16 1.90
N -1.56 0.13 1.70
C -2.47 1.05 2.02
C -3.72 0.71 2.52
H -3.23 -2.64 2.56
H -1.06 -1.87 1.66
H -2.18 2.08 1.86
H -4.43 1.48 2.76
O -0.70 4.54 0.49
C 0.11 3.73 0.94
O -0.27 2.52 1.22
C 1.53 4.17 1.18
C 1.76 5.54 1.21
C 3.03 6.08 1.42
C 4.05 5.18 1.59
O 5.38 5.43 1.81
C 6.01 4.15 1.90
O 5.01 3.15 1.76
C 3.83 3.82 1.56
C 2.58 3.27 1.37
H 0.91 6.20 1.05
H 3.20 7.15 1.45
H 6.48 4.05 2.88
H 6.74 4.05 1.10
H 2.48 2.21 1.38
C -5.59 -0.95 -0.89
C -4.44 -1.92 -1.00
C -4.41 -3.04 -0.19
C -3.34 -3.92 -0.24
C -2.30 -3.70 -1.13
C -2.34 -2.60 -1.98
N -1.34 -2.42 -2.95
C -0.02 -2.86 -2.79
C 0.59 -3.63 -3.77
C 1.89 -4.07 -3.62
C 2.61 -3.77 -2.47
C 2.02 -3.00 -1.49
C 0.72 -2.51 -1.64
C 0.27 -1.49 -0.66
O -0.52 -0.58 -1.00
O 0.77 -1.44 0.51
C -3.39 -1.68 -1.90
C -3.36 -0.44 -2.75
H -6.34 -1.32 -0.20
H -6.07 -0.77 -1.86
H -5.25 0.02 -0.52
H -5.23 -3.22 0.50
H -3.32 -4.79 0.40
H -1.48 -4.40 -1.20
H -1.66 -2.34 -3.90
H 0.01 -3.91 -4.65
H 2.34 -4.67 -4.40
H 3.62 -4.13 -2.35
H 2.57 -2.71 -0.60
H -2.33 -0.20 -3.01
H -3.78 0.41 -2.21
H -3.94 -0.55 -3.67
*
```

---

# 2
A structure of composition C35H28Cl2N5O3Y, computed with the ωB97M-V functional and the def2-TZVPD basis.

Energy above the lowest of the compared OMol25 structures with the same formula, charge and spin, kcal per mole: 20.4
E_HOMO, eV: -6.717
E_tot, Ha: -2808.9765

ORCA input file:
```
! wB97M-V def2-TZVPD RIJCOSX def2/J DEFGRID3
* xyz 0 1
Y -0.26 -0.26 -2.02
C 4.15 -0.61 -0.39
C 3.09 -0.56 -1.30
N 1.88 -0.99 -1.01
C 1.65 -1.52 0.22
C 2.62 -1.51 1.24
C 3.91 -1.05 0.88
C 2.28 -1.91 2.55
C 1.00 -2.28 2.81
C 0.02 -2.35 1.80
C 0.33 -2.04 0.48
N -0.49 -2.10 -0.61
C -1.59 -2.92 -0.72
C -1.92 -4.01 0.07
C -3.06 -4.79 -0.17
C -3.91 -4.53 -1.20
C -3.61 -3.46 -2.07
C -4.41 -3.16 -3.19
C -4.05 -2.14 -4.04
C -2.88 -1.42 -3.76
N -2.13 -1.66 -2.71
C -2.46 -2.67 -1.85
H 5.13 -0.26 -0.69
H 3.22 -0.12 -2.29
H 4.69 -1.05 1.63
H 3.03 -1.88 3.33
H 0.70 -2.54 3.83
H -0.99 -2.63 2.07
H -1.27 -4.29 0.89
H -3.25 -5.63 0.50
H -4.80 -5.13 -1.37
H -5.30 -3.74 -3.38
H -4.64 -1.89 -4.91
H -2.56 -0.63 -4.42
N 1.42 -0.48 -6.17
C 1.04 -0.10 -4.94
O 0.26 -0.82 -4.28
C 1.63 1.17 -4.38
C 0.89 1.64 -3.13
H 1.07 -1.34 -6.55
H 2.03 0.10 -6.72
H 1.70 1.92 -5.17
H 2.67 0.93 -4.13
H 0.10 2.35 -3.41
H 1.58 2.21 -2.50
Cl 2.61 2.03 1.92
C 1.79 1.13 3.16
C 2.55 0.42 4.06
C 1.93 -0.42 4.98
C 0.55 -0.54 4.98
C -0.20 0.21 4.09
Cl -1.93 0.06 4.11
C 0.38 1.10 3.17
N -0.39 1.84 2.30
C -0.35 3.26 2.21
C 0.07 4.01 3.30
C 0.16 5.39 3.22
C -0.18 6.03 2.04
C -0.61 5.28 0.96
C -0.70 3.90 1.01
C -1.01 3.12 -0.24
C -1.90 1.89 -0.06
O -2.83 1.91 0.73
O -1.59 0.85 -0.77
H 3.63 0.50 4.02
H 2.53 -0.99 5.69
H 0.04 -1.20 5.67
H -1.27 1.44 2.01
H 0.33 3.50 4.23
H 0.49 5.96 4.08
H -0.11 7.11 1.97
H -0.87 5.78 0.03
H -0.08 2.84 -0.74
H -1.56 3.75 -0.95
*
```